[1]
C30H54BiCl2N7OS4Sb as an isolated structure. Source: OMol25; level of theory: ωB97M-V/def2-TZVPD.

Structure (XYZ):
```
100
Properties=species:S:1:pos:R:3
H -3.8250 -3.0308 0.6337
C -3.4661 1.6302 -1.8532
H 0.7209 -4.1277 0.0178
H -2.7091 -3.1974 2.7962
H -3.2521 4.4006 -0.5647
H 0.1565 0.1561 -5.5971
H -5.9558 1.5558 -0.7398
H -2.0799 5.3033 2.9273
N 3.9041 0.9807 -2.6054
C 3.4400 -3.8927 -1.4659
H 0.8423 4.7255 -4.9880
H -4.2728 1.3302 -2.5332
Cl 2.9881 -1.5296 1.7050
C -4.1575 1.6664 3.4655
H 1.6736 -5.4217 0.7461
Sb -2.1780 1.7682 0.9642
N 1.7627 -2.2404 -0.9571
H 5.2256 2.5885 -2.8600
H -0.2088 4.7432 -3.5637
H -2.6434 -4.5868 -2.3485
H -3.6957 2.5227 3.9641
C -2.7275 3.8118 1.4808
S -0.4441 -2.7248 2.2500
H -2.5566 1.1134 -2.1627
S -2.0101 -2.8594 -0.9042
C -2.8002 -2.6689 0.7205
C 0.6793 4.2843 -4.0076
H 4.3662 2.0942 -4.3304
H 1.5396 4.5062 -3.3718
H 0.2082 -4.9247 2.9210
C 3.2060 2.3530 4.3895
C 4.6048 -4.5740 -1.1701
N 0.4728 2.1732 -5.2830
H -1.2446 -0.2127 3.2054
C -1.8056 4.2917 2.6058
H -3.3135 2.7075 -1.9846
H 2.7363 -0.7578 -2.4504
H -1.5820 4.7808 -0.0959
C 0.4923 2.8205 -4.1680
C 4.8489 1.7347 -3.4197
H 2.6572 3.2834 4.5303
H 3.9612 2.5087 3.6207
H -0.7631 4.3169 2.2702
C 3.3941 1.4884 -1.4781
H 4.9886 -5.3001 -1.8756
H -3.8958 0.1868 -0.3429
S -0.5992 -6.0706 0.4267
H 0.0586 3.3262 -1.7110
C 1.5764 1.4717 2.7237
C -1.0878 -5.5620 -1.2444
H -2.9216 5.7513 0.5219
H -3.1062 -4.9704 -0.6832
N 0.2883 1.9555 -3.1045
C -5.1890 1.8738 -0.0239
H -2.0165 -4.4208 1.7152
H 1.4852 1.0841 4.7633
O 2.5075 0.9673 -0.7961
C 2.2536 1.2163 4.0015
C 0.1194 0.7028 -3.5856
H 2.7967 0.2755 3.9116
C -2.2909 -4.6196 -1.3163
C 3.5041 -0.3355 -3.0948
C 3.6154 -2.7111 0.5901
H -5.1628 2.9678 -0.0360
H 5.2847 -3.1886 1.8435
C -2.1176 -3.3576 1.8934
H 4.3653 -1.0061 -3.0944
Bi 0.4769 -1.0000 -0.1520
H -1.8537 3.6414 3.4855
N 0.1234 2.3192 -1.7706
H -5.5116 1.5477 0.9644
C -3.8344 1.2808 -0.4066
H -1.5137 1.2657 4.1288
H -4.9414 2.0434 2.8104
H -4.6429 1.0614 4.2404
H -1.3569 -6.4908 -1.7487
H 1.5656 -3.8729 2.5126
C -3.1154 0.8257 2.7261
H 3.7093 2.1028 5.3211
H -0.2179 -5.1392 -1.7489
C -2.0124 0.3898 3.6959
S -0.1872 -0.8020 -2.8592
C 2.8836 -2.9120 -0.6052
H 5.6874 1.0998 -3.7040
Cl 2.5968 -4.2345 -2.9434
N 1.0250 1.6657 1.7305
N 0.2620 0.8782 -4.9058
H -3.6143 -0.0610 2.3220
C 0.7295 -4.8807 0.7996
H -2.4232 -0.1993 4.5258
H 0.9301 2.0165 -1.2302
C 4.7792 -3.3870 0.9066
H 6.1880 -4.8608 0.2554
H 3.1249 -0.2557 -4.1155
C -2.6181 4.7310 0.2623
C 5.2760 -4.3263 0.0202
H 3.8445 2.4471 -1.1836
C 0.5926 -4.2294 2.1747
H -3.7611 3.7944 1.8306
H -2.8362 -1.5862 0.8678
```

Summary:
Strongest force on any atom   0.0179 hartree/bohr
Net charge   +1
Kohn-Sham gap   6.823 eV

***

[2]
C30H54ClMnN7O2PSSe2 as an isolated structure. Source: OMol25; level of theory: ωB97M-V/def2-TZVPD.

Structure (XYZ):
```
99
Properties=species:S:1:pos:R:3
H 1.9054 0.6681 -4.4178
H 0.2008 -3.9109 5.1134
H -1.0279 -0.9369 2.5041
H 4.3906 1.2724 -0.2153
C -0.9212 2.8921 4.2211
C -0.8192 -4.9654 2.8933
C -3.9706 -1.1298 0.9257
H -1.9809 2.2501 -1.3407
H -1.5596 -5.1598 2.1142
C 4.9536 1.6796 -1.0522
H 3.8023 -0.4367 -2.9684
H -0.7096 -3.7543 -1.8510
C 1.0101 3.9727 1.0105
N 1.3244 1.5874 0.7241
H 0.1456 3.0751 4.3313
C -4.5568 4.1438 -0.2518
P -2.6132 1.1644 1.0821
H -1.9869 4.8144 4.2393
H -0.9257 4.5508 2.8476
C 2.2568 1.6531 1.7509
H -6.2292 0.3889 1.6504
C 2.5548 2.8151 2.3963
N -0.2253 -1.3934 2.0692
C -1.1825 1.6850 3.3036
H -6.4913 -0.5878 3.1009
H -4.1786 -0.3539 3.7818
H -1.3387 2.7103 5.2120
C 0.3776 2.6972 -3.0676
C 3.0173 0.2276 -2.5973
C -2.7414 3.4193 2.7431
C -1.6177 4.0694 3.5360
H 2.2202 4.9576 2.5738
H 2.7634 0.7332 2.0089
H 1.2957 -3.3574 3.8375
C -3.2085 4.0619 -0.9894
H 0.1778 -6.0854 -1.5110
C 1.9544 4.0423 2.0724
N -2.1438 2.1662 2.2931
H -2.1537 -1.9551 3.9712
C -5.3089 -1.5673 1.5316
C 0.6813 -5.2329 -1.0814
H -2.3999 4.4405 -0.3605
C 1.7853 0.1297 -3.4749
N -0.3940 -2.8027 1.9876
H 5.7317 0.9860 -1.3614
C -4.7925 2.7188 0.3091
C 0.7261 2.7892 0.4068
H -5.0192 2.7048 1.3748
H -3.0576 4.0237 1.8984
H -5.1654 -2.4104 2.2102
H -4.0984 -0.7486 -0.0907
H -5.3654 4.4178 -0.9292
H 0.2502 -2.2064 4.6840
H 0.1521 -5.2930 2.5246
N 0.7804 -2.8882 -0.7586
Mn 0.5208 -0.1420 0.1172
C 0.3091 -3.2178 4.2797
H 0.5109 4.8696 0.6624
Cl 3.7545 2.7734 3.6694
C -4.4610 0.1961 2.8761
H -0.2711 1.3492 2.8051
H -4.5025 1.2519 3.1390
C 2.4485 -4.2378 0.1912
C -3.0124 2.5654 -1.2066
H -3.5917 2.2231 -2.0706
H -3.2048 4.6281 -1.9198
H -2.3934 -3.5423 4.6917
C -0.7750 -3.4808 3.2395
H -2.9219 -3.2453 3.0346
S 2.5813 -1.5386 0.6660
H -3.6131 3.2431 3.3913
H -5.6366 2.2529 -0.2097
N -3.4807 -0.0511 1.8090
C -5.7729 -0.3445 2.3188
C 0.1782 -3.9803 -1.2806
O 0.2038 -1.7100 -1.0401
H -0.0014 2.7408 -0.3923
Se 0.1387 0.8069 -2.6684
H 1.5703 -0.9123 -3.7149
H 2.7865 -0.0685 -1.5695
H -1.0888 -5.5590 3.7668
C 1.9039 -2.9470 -0.0013
C -2.1400 -3.0267 3.7647
O -1.4999 0.5337 0.3258
H 0.6318 2.8102 -4.1193
H 2.2923 -6.3304 -0.1490
C 1.8564 -5.3567 -0.3250
H -4.5383 4.8935 0.5390
H -6.0181 -1.8752 0.7653
H 1.1460 3.1254 -2.4307
H 3.3499 -4.2972 0.7825
H -3.2480 -1.9450 0.8794
H -0.5741 3.1934 -2.8810
Se 3.7368 2.0394 -2.5216
H 5.3996 2.6257 -0.7548
H -1.6082 0.8505 3.8734
N -3.5778 1.9618 0.0045
H 0.6124 -1.2032 2.6187
H -1.1048 -2.9617 1.2782
```

Summary:
Relative energy (zero: lowest compared OMol25 entry of this formula, charge and spin)   0.194 eV
Strongest force on any atom   0.0124 hartree/bohr
Net charge   0
Multiplicity   5
Kohn-Sham gap (spin up / spin down)   4.590 / 7.039 eV